Record 1
{
  "formula": "C28H43BF18N3O15P2",
  "method": "ωB97M-V/def2-TZVPD",
  "elements": ["N", "C", "O", "B", "C", "C", "O", "C", "N", "P", "N", "P", "O", "H", "H", "H", "H", "H", "H", "H", "H", "H", "H", "H", "H", "H", "C", "C", "O", "C", "O", "C", "F", "F", "F", "H", "H", "H", "H", "H", "C", "C", "O", "C", "O", "C", "F", "F", "F", "H", "H", "H", "H", "H", "C", "C", "O", "C", "O", "C", "F", "F", "F", "H", "H", "H", "H", "H", "C", "C", "O", "C", "O", "C", "F", "F", "F", "H", "H", "H", "H", "H", "C", "C", "O", "C", "O", "C", "F", "F", "F", "H", "H", "H", "H", "H", "C", "C", "O", "C", "O", "C", "F", "F", "F", "H", "H", "H", "H", "H"],
  "xyz": [[-6.863, 0.500, 3.406], [-6.540, 0.648, 2.300], [-6.242, 0.813, 1.079], [-5.684, -0.384, 0.260], [-4.080, -0.571, 0.362], [-3.327, 0.711, 0.668], [-3.463, 0.937, 2.063], [-1.826, 0.620, 0.257], [-0.928, 0.788, 1.407], [-6.511, -2.125, 0.693], [-5.730, -3.366, 0.072], [-6.240, 0.037, -1.577], [-5.831, -0.887, -2.683], [-3.719, -0.992, -0.575], [-3.836, -1.286, 1.152], [-3.762, 1.539, 0.096], [-3.051, 1.780, 2.278], [-1.670, -0.344, -0.232], [-1.570, 1.390, -0.472], [0.019, 0.621, 1.098], [-1.127, 0.073, 2.097], [-7.874, -2.058, 0.309], [-6.548, -2.235, 2.102], [-6.291, -3.892, -0.584], [-7.655, 0.172, -1.542], [-5.856, 1.382, -1.844], [4.601, 3.246, 4.369], [3.361, 4.110, 4.322], [2.897, 4.294, 2.967], [2.183, 3.293, 2.465], [1.893, 2.269, 3.002], [1.726, 3.663, 1.036], [2.742, 4.180, 0.327], [0.757, 4.590, 1.095], [1.255, 2.610, 0.394], [5.380, 3.666, 3.732], [4.975, 3.192, 5.391], [4.386, 2.235, 4.024], [3.568, 5.115, 4.682], [2.555, 3.691, 4.924], [-0.685, 6.278, -1.058], [-1.423, 6.402, -2.371], [-2.825, 6.091, -2.218], [-3.583, 7.060, -1.737], [-3.242, 8.162, -1.417], [-5.055, 6.587, -1.675], [-5.155, 5.368, -1.156], [-5.565, 6.569, -2.915], [-5.774, 7.429, -0.939], [-0.831, 5.288, -0.632], [0.382, 6.440, -1.209], [-1.049, 7.010, -0.337], [-1.056, 5.681, -3.097], [-1.323, 7.399, -2.799], [2.098, -3.824, -2.534], [1.286, -4.088, -1.286], [1.841, -3.406, -0.135], [1.496, -2.137, -0.010], [0.787, -1.496, -0.726], [2.103, -1.544, 1.282], [3.405, -1.827, 1.401], [1.473, -2.032, 2.356], [1.946, -0.224, 1.270], [3.141, -4.098, -2.374], [1.694, -4.412, -3.357], [2.060, -2.771, -2.812], [1.307, -5.141, -1.016], [0.246, -3.791, -1.413], [-1.467, -8.805, 2.975], [-0.487, -9.727, 2.287], [0.414, -8.988, 1.430], [1.439, -8.407, 2.028], [1.725, -8.437, 3.188], [2.293, -7.663, 0.975], [1.515, -6.971, 0.135], [3.000, -8.547, 0.255], [3.136, -6.829, 1.563], [-2.012, -8.210, 2.243], [-2.183, -9.392, 3.550], [-0.955, -8.124, 3.654], [-0.996, -10.416, 1.617], [0.096, -10.307, 3.001], [1.010, 8.528, 2.120], [1.193, 9.444, 3.307], [2.286, 9.012, 4.153], [3.498, 9.352, 3.756], [3.805, 9.977, 2.784], [4.538, 8.852, 4.786], [4.291, 7.590, 5.156], [4.497, 9.622, 5.882], [5.762, 8.911, 4.276], [0.872, 7.498, 2.448], [0.132, 8.835, 1.552], [1.876, 8.558, 1.460], [0.322, 9.424, 3.957], [1.368, 10.474, 3.000], [3.470, -7.906, -9.040], [2.697, -8.289, -7.798], [3.275, -7.696, -6.614], [2.950, -6.434, -6.385], [2.237, -5.735, -7.041], [3.602, -5.962, -5.064], [4.889, -6.321, -4.994], [2.958, -6.504, -4.027], [3.527, -4.646, -4.966], [4.520, -8.175, -8.932], [3.061, -8.430, -9.904], [3.407, -6.835, -9.224], [2.744, -9.361, -7.618], [1.650, -7.998, -7.868]],
  "lowdin_charge": [0.113, -0.461, -0.024, -0.878, -0.153, -0.391, -0.038, -0.208, 0.011, 0.691, -0.355, 0.672, -0.519, 0.096, 0.105, 0.130, 0.090, 0.090, 0.104, 0.015, 0.075, -0.023, -0.022, -0.075, -0.018, -0.018, -0.057, -0.192, 0.026, -0.395, 0.177, -0.542, 0.159, 0.150, 0.181, 0.083, 0.082, 0.078, 0.109, 0.128, -0.061, -0.186, 0.042, -0.404, 0.159, -0.555, 0.182, 0.164, 0.170, 0.074, 0.085, 0.073, 0.127, 0.124, -0.063, -0.176, 0.042, -0.398, 0.173, -0.543, 0.165, 0.174, 0.151, 0.083, 0.071, 0.085, 0.102, 0.134, -0.056, -0.192, 0.034, -0.404, 0.171, -0.544, 0.156, 0.165, 0.183, 0.089, 0.083, 0.080, 0.124, 0.123, -0.056, -0.186, 0.035, -0.408, 0.170, -0.548, 0.159, 0.166, 0.175, 0.082, 0.082, 0.081, 0.126, 0.125, -0.061, -0.193, 0.032, -0.400, 0.175, -0.558, 0.168, 0.167, 0.171, 0.083, 0.082, 0.079, 0.124, 0.126],
  "fmax_ev_per_a": 0.9,
  "total_charge": -1,
  "energy_ha": -4890.92860,
  "orbital_gap_ha": 0.2240
}

Record 2
{
  "formula": "C20H30O15",
  "method": "ωB97M-V/def2-TZVPD",
  "elements": ["C", "C", "C", "O", "C", "O", "O", "H", "H", "H", "H", "H", "H", "C", "C", "C", "O", "C", "O", "O", "H", "H", "H", "H", "H", "H", "C", "C", "C", "O", "C", "O", "O", "H", "H", "H", "H", "H", "H", "C", "C", "C", "O", "C", "O", "O", "H", "H", "H", "H", "H", "H", "C", "C", "C", "O", "C", "O", "O", "H", "H", "H", "H", "H", "H"],
  "xyz": [[-7.413, -18.026, -6.144], [-6.212, -17.542, -5.339], [-5.189, -18.585, -5.053], [-3.957, -17.930, -5.485], [-4.276, -16.849, -6.173], [-3.438, -16.169, -6.747], [-5.558, -16.693, -6.209], [-7.841, -18.976, -5.824], [-6.960, -18.260, -7.107], [-8.261, -17.343, -6.210], [-6.319, -17.026, -4.385], [-5.414, -19.450, -5.676], [-5.049, -18.891, -4.016], [-8.774, -19.634, -1.236], [-7.898, -20.711, -1.763], [-8.122, -21.412, -3.046], [-7.005, -21.176, -3.905], [-6.218, -20.310, -3.210], [-5.129, -20.011, -3.598], [-6.738, -19.978, -1.975], [-8.302, -19.029, -0.462], [-9.701, -20.101, -0.902], [-8.950, -18.907, -2.028], [-7.659, -21.395, -0.949], [-9.030, -21.128, -3.578], [-8.229, -22.466, -2.790], [-9.053, -16.824, -2.246], [-8.013, -16.184, -3.162], [-7.929, -14.692, -2.898], [-6.510, -14.478, -2.990], [-5.847, -15.659, -2.919], [-4.604, -15.815, -2.816], [-6.700, -16.617, -2.968], [-9.149, -17.899, -2.398], [-10.058, -16.601, -2.607], [-8.989, -16.747, -1.161], [-8.141, -16.253, -4.242], [-8.454, -14.593, -1.948], [-8.581, -14.343, -3.699], [-11.854, -15.617, -2.629], [-11.954, -14.145, -2.738], [-12.313, -13.358, -1.595], [-11.168, -12.634, -1.255], [-10.147, -12.933, -1.975], [-9.004, -12.456, -1.840], [-10.577, -13.741, -2.911], [-11.572, -16.207, -3.501], [-12.864, -15.927, -2.357], [-11.300, -15.913, -1.738], [-12.416, -13.883, -3.690], [-12.581, -14.175, -0.925], [-13.150, -12.729, -1.898], [-7.686, -12.958, 0.636], [-8.226, -14.247, 1.302], [-9.609, -14.110, 1.960], [-10.397, -15.101, 1.354], [-9.771, -15.694, 0.298], [-10.384, -16.365, -0.537], [-8.378, -15.336, 0.333], [-6.805, -13.148, 0.023], [-7.458, -12.066, 1.218], [-8.450, -12.520, -0.007], [-7.555, -14.753, 1.996], [-9.981, -13.088, 2.027], [-9.364, -14.301, 3.005]],
  "nbo_charge": [-0.633, -0.003, -0.103, -0.481, 0.974, -0.626, -0.492, 0.202, 0.231, 0.208, 0.227, 0.145, 0.270, -0.588, 0.058, -0.106, -0.466, 0.956, -0.549, -0.474, 0.231, 0.204, 0.190, 0.178, 0.192, 0.199, -0.627, 0.065, -0.085, -0.485, 0.976, -0.592, -0.493, 0.189, 0.232, 0.245, 0.183, 0.187, 0.210, -0.663, 0.073, -0.120, -0.471, 0.979, -0.616, -0.501, 0.228, 0.211, 0.267, 0.199, 0.204, 0.213, -0.683, 0.084, -0.110, -0.472, 1.009, -0.616, -0.505, 0.243, 0.236, 0.262, 0.194, 0.209, 0.195],
  "fmax_ev_per_a": 8.8,
  "total_charge": 0,
  "relative_energy_kcal_mol": 269.1,
  "energy_ha": -1908.35848,
  "orbital_gap_ha": 0.3190
}

Record 3
{
  "formula": "C41H41FeN8OSTe",
  "method": "ωB97M-V/def2-TZVPD",
  "elements": ["Fe", "N", "C", "N", "C", "N", "N", "C", "C", "C", "C", "C", "C", "N", "C", "C", "C", "C", "C", "C", "H", "H", "H", "H", "H", "H", "H", "H", "H", "H", "H", "C", "C", "C", "C", "C", "C", "C", "C", "S", "C", "N", "C", "C", "C", "C", "C", "C", "C", "C", "H", "H", "H", "H", "H", "H", "H", "H", "H", "H", "H", "H", "H", "H", "H", "H", "Te", "C", "C", "N", "C", "C", "C", "O", "C", "C", "C", "C", "N", "C", "H", "H", "H", "H", "H", "H", "H", "H", "H", "H", "H", "H", "H", "H"],
  "xyz": [[0.055, 2.061, 0.109], [-0.087, 1.916, 4.581], [0.492, 2.293, 3.301], [-0.359, 1.955, 2.175], [-1.657, 1.934, 2.339], [-2.523, 1.884, 1.291], [-1.859, 2.044, 0.159], [-2.495, 2.064, -0.987], [-1.659, 2.284, -2.131], [-2.158, 2.549, -3.414], [-1.280, 2.879, -4.421], [0.083, 2.960, -4.134], [0.507, 2.660, -2.856], [-0.323, 2.287, -1.879], [-2.288, 1.960, 3.673], [-3.665, 1.957, 3.856], [-4.217, 1.958, 5.127], [-3.367, 1.965, 6.229], [-1.995, 1.966, 6.070], [-1.435, 1.963, 4.787], [0.511, 2.146, 5.360], [1.420, 1.717, 3.205], [-3.574, 1.998, -1.038], [-3.226, 2.519, -3.582], [-1.650, 3.101, -5.414], [0.806, 3.250, -4.883], [1.550, 2.731, -2.584], [-4.290, 1.963, 2.974], [-5.291, 1.965, 5.259], [-3.782, 1.975, 7.231], [-1.338, 1.975, 6.932], [1.626, -2.648, -3.015], [2.307, -1.534, -3.818], [3.279, -2.179, -4.807], [1.241, -0.769, -4.616], [3.009, -0.581, -2.850], [4.403, -0.466, -2.804], [5.026, 0.379, -1.904], [4.247, 1.136, -1.046], [4.749, 2.259, 0.163], [3.076, 2.554, 0.569], [2.200, 1.906, -0.170], [2.845, 1.065, -1.079], [2.243, 0.185, -1.979], [2.761, 3.301, 1.769], [3.596, 3.067, 2.908], [3.190, 3.676, 4.108], [1.924, 4.171, 4.257], [0.902, 3.791, 3.220], [1.550, 3.950, 1.881], [1.115, -3.345, -3.683], [0.880, -2.236, -2.342], [2.360, -3.202, -2.424], [2.721, -2.823, -5.490], [4.021, -2.798, -4.300], [3.805, -1.433, -5.405], [0.772, -1.432, -5.347], [1.684, 0.075, -5.149], [0.452, -0.380, -3.971], [5.019, -1.051, -3.471], [6.106, 0.447, -1.873], [1.166, 0.115, -2.001], [4.518, 2.510, 2.834], [3.910, 3.787, 4.917], [1.636, 4.746, 5.129], [0.000, 4.405, 3.294], [0.406, 4.617, 0.259], [-2.287, -5.386, 1.567], [-2.775, -4.027, 1.084], [-2.655, -3.854, -0.355], [-3.585, -4.607, -1.195], [-2.884, -5.665, -2.032], [-1.960, -2.855, -0.969], [-2.152, -2.569, -2.143], [-0.927, -2.104, -0.184], [0.008, -2.700, 0.656], [0.937, -1.898, 1.297], [0.891, -0.530, 1.092], [0.014, 0.046, 0.256], [-0.858, -0.730, -0.381], [-2.371, -5.452, 2.652], [-1.247, -5.556, 1.290], [-2.881, -6.193, 1.135], [-2.245, -3.220, 1.585], [-3.832, -3.906, 1.347], [-4.108, -3.905, -1.846], [-4.321, -5.063, -0.530], [-2.166, -5.194, -2.702], [-3.607, -6.213, -2.638], [-2.353, -6.378, -1.400], [0.018, -3.772, 0.802], [1.681, -2.318, 1.958], [1.570, 0.142, 1.596], [-1.558, -0.237, -1.042]],
  "lowdin_charge": [0.140, 0.108, -0.300, 0.072, -0.297, 0.077, -0.141, -0.111, -0.264, -0.029, -0.081, -0.069, -0.153, 0.009, -0.086, -0.042, -0.118, -0.116, -0.039, -0.213, 0.128, 0.128, 0.117, 0.107, 0.100, 0.099, 0.104, 0.097, 0.086, 0.092, 0.102, -0.036, -0.550, -0.076, -0.042, -0.164, -0.042, -0.089, -0.473, 1.117, -0.507, 0.027, -0.281, 0.013, -0.374, -0.153, -0.181, -0.102, -0.347, -0.594, 0.087, 0.061, 0.091, 0.081, 0.080, 0.086, 0.083, 0.089, 0.075, 0.093, 0.103, 0.091, 0.045, 0.084, 0.072, 0.116, 0.874, -0.076, -0.212, -0.060, -0.207, -0.072, -0.407, 0.065, -0.117, -0.018, -0.016, -0.076, 0.028, -0.033, 0.076, 0.065, 0.067, 0.113, 0.123, 0.119, 0.114, 0.071, 0.072, 0.066, 0.108, 0.111, 0.113, 0.118],
  "fmax_ev_per_a": 0.6,
  "total_charge": -1,
  "relative_energy_kcal_mol": 0.0,
  "energy_ha": -4030.25966,
  "orbital_gap_ha": 0.1614
}

Record 4
{
  "formula": "C27H29N3O4S",
  "method": "ωB97M-V/def2-TZVPD",
  "elements": ["C", "C", "H", "H", "O", "C", "O", "C", "C", "C", "C", "C", "C", "H", "H", "S", "O", "O", "N", "H", "C", "H", "H", "C", "C", "C", "N", "C", "C", "C", "C", "C", "C", "H", "H", "H", "H", "H", "H", "C", "C", "C", "C", "C", "C", "H", "H", "N", "C", "H", "H", "H", "C", "H", "H", "H", "H", "H", "H", "H", "H", "H", "H", "H"],
  "xyz": [[-5.494, -1.819, -1.874], [-5.754, -0.704, -0.871], [-6.194, -1.095, 0.049], [-6.420, 0.043, -1.314], [-4.554, -0.050, -0.447], [-4.022, 0.835, -1.299], [-4.464, 1.046, -2.402], [-2.848, 1.551, -0.733], [-2.127, 2.377, -1.593], [-1.062, 3.113, -1.109], [-0.731, 3.022, 0.229], [-1.437, 2.210, 1.095], [-2.496, 1.461, 0.613], [-3.059, 0.820, 1.271], [-1.151, 2.176, 2.133], [0.601, 4.043, 0.855], [1.301, 4.622, -0.259], [0.058, 4.921, 1.852], [1.575, 2.961, 1.679], [1.884, 3.390, 2.538], [2.640, 2.349, 0.908], [3.275, 1.767, 1.579], [3.257, 3.114, 0.419], [2.048, 1.448, -0.184], [3.161, 0.787, -0.946], [3.610, 1.160, -2.179], [4.656, 0.367, -2.564], [4.906, -0.541, -1.578], [5.864, -1.545, -1.506], [5.885, -2.326, -0.371], [4.972, -2.118, 0.667], [4.022, -1.125, 0.601], [3.978, -0.311, -0.532], [3.315, -0.984, 1.403], [5.019, -2.756, 1.537], [6.617, -3.116, -0.280], [6.565, -1.705, -2.312], [5.159, 0.444, -3.431], [3.252, 1.948, -2.815], [1.065, 0.424, 0.333], [0.214, -0.200, -0.569], [-0.709, -1.142, -0.163], [-0.814, -1.513, 1.181], [0.044, -0.881, 2.086], [0.961, 0.062, 1.670], [1.584, 0.533, 2.413], [-0.023, -1.110, 3.139], [-1.772, -2.403, 1.637], [-1.426, -3.403, 2.621], [-2.234, -3.502, 3.350], [-0.514, -3.132, 3.144], [-1.268, -4.381, 2.148], [-2.821, -2.826, 0.745], [-3.238, -1.954, 0.245], [-3.608, -3.292, 1.340], [-2.482, -3.554, -0.006], [-1.341, -1.599, -0.908], [0.276, 0.057, -1.617], [1.518, 2.105, -0.883], [-0.483, 3.766, -1.744], [-2.425, 2.434, -2.629], [-4.826, -2.567, -1.454], [-6.437, -2.293, -2.131], [-5.050, -1.409, -2.777]],
  "nbo_charge": [-0.638, -0.073, 0.191, 0.199, -0.514, 0.785, -0.595, -0.166, -0.158, -0.201, -0.304, -0.196, -0.106, 0.230, 0.241, 2.305, -0.945, -0.936, -0.872, 0.414, -0.224, 0.212, 0.215, -0.277, -0.105, -0.012, -0.524, 0.128, -0.242, -0.217, -0.226, -0.220, -0.035, 0.218, 0.208, 0.211, 0.211, 0.412, 0.213, -0.043, -0.194, -0.232, 0.164, -0.258, -0.197, 0.210, 0.209, -0.431, -0.398, 0.194, 0.210, 0.179, -0.416, 0.218, 0.202, 0.173, 0.209, 0.214, 0.231, 0.246, 0.241, 0.206, 0.219, 0.231],
  "fmax_ev_per_a": 0.9,
  "total_charge": 0,
  "relative_energy_kcal_mol": 25.5,
  "energy_ha": -1909.70804,
  "orbital_gap_ha": 0.2811
}

Here are the calculated lowest unoccupied orbital energy numbers, same order: 1.8; 0.1; 2.2; 0.1 (eV).